1.
Computed, not measured: 2 unconnected molecules or ions with the total composition C2H2OS at a distorted geometry, with wB97M-V/def2-TZVPD.

Computed properties:
Spin multiplicity = 3
Gap between HOMO and LUMO (alpha / beta) = 9.152 / 5.748 eV
ΔE to the lowest compared entry with this formula, charge and spin = 373.7 kJ/mol
Strongest force on any atom = 0.0615 hartree/bohr
Electronic energy = -550.579204 Ha

Positions of all 6 atoms, in Å:
C1 -0.92 0.30 -0.14
C2 0.04 0.07 0.55
O1 -2.15 0.25 -0.57
S1 2.53 0.54 0.77
H1 -2.25 -0.40 -1.28
H2 2.74 -0.76 0.67

***

2.
Computed, not measured: 2 unconnected molecules or ions with the total composition C2H6N2S at a distorted geometry, with wB97M-V/def2-TZVPD.

Computed properties:
Gap between HOMO and LUMO = 9.257 eV
ΔE to the lowest compared entry with this formula, charge and spin = 446.4 kJ/mol
Strongest force on any atom = 0.1165 hartree/bohr
Electronic energy = -587.333991 Ha

Positions of all 11 atoms, in Å:
C1 -0.87 0.38 -0.28
C2 0.55 -0.13 -0.35
H1 -2.17 -0.20 1.51
H2 -2.49 -0.78 -0.47
H3 -1.00 1.38 0.35
H4 -1.11 0.41 -1.37
H5 0.85 -1.18 -0.62
H6 3.46 0.60 0.59
N1 -1.61 -0.73 0.34
N2 1.43 0.63 0.25
S1 2.96 -0.38 0.02

***

3.
Computed, not measured: a molecular structure, C12H33KN3O7S at a distorted geometry, with wB97M-V/def2-TZVPD.

Computed properties:
Spin multiplicity = 2
Gap between HOMO and LUMO (alpha / beta) = 9.127 / 6.100 eV
Strongest force on any atom = 0.0664 hartree/bohr
Electronic energy = -2165.982823 Ha

Positions of all 57 atoms, in Å:
K1 0.86 -0.90 0.76
S1 3.08 -3.19 0.65
O1 3.37 -1.77 0.88
O2 1.65 -3.37 0.83
O3 3.44 -3.64 -0.69
O4 3.82 -4.05 1.55
C1 -3.82 -0.80 -0.79
C2 -2.52 -0.12 -0.31
C3 -2.47 1.42 -0.29
O5 -2.95 1.89 -1.57
C4 -2.16 1.68 -2.72
N1 -2.20 -0.55 1.05
H1 -3.82 -1.85 -0.51
H2 -3.94 -0.78 -1.87
H3 -4.68 -0.51 -0.18
H4 -1.68 -0.47 -0.90
H5 -1.42 1.69 -0.14
H6 -3.02 1.92 0.51
H7 -2.67 2.06 -3.61
H8 -1.81 0.65 -2.76
H9 -1.27 2.26 -2.48
H10 -3.04 -0.41 1.59
H11 -2.01 -1.54 1.08
C5 1.98 -0.92 -4.08
C6 2.11 -1.79 -2.85
C7 0.86 -2.78 -2.83
O6 -0.39 -2.12 -2.51
C8 -1.46 -3.00 -2.28
N2 3.45 -2.35 -2.99
H12 2.79 -0.20 -4.22
H13 1.02 -0.42 -3.97
H14 1.96 -1.52 -4.99
H15 2.04 -1.12 -1.99
H16 1.03 -3.56 -2.10
H17 0.77 -3.26 -3.81
H18 -1.49 -3.22 -1.21
H19 -1.31 -3.94 -2.82
H20 -2.31 -2.46 -2.69
H21 3.62 -2.89 -2.15
H22 3.39 -3.02 -3.74
C9 0.08 1.07 4.64
C10 0.45 2.10 3.60
C11 1.21 3.34 4.07
O7 1.46 4.34 3.09
C12 0.49 5.28 2.86
N3 1.10 1.31 2.52
H23 -0.70 1.38 5.34
H24 0.96 0.84 5.25
H25 -0.38 0.19 4.19
H26 -0.48 2.53 3.22
H27 2.23 3.07 4.34
H28 0.74 3.77 4.95
H29 -0.39 4.77 2.49
H30 0.82 6.01 2.11
H31 0.34 5.89 3.75
H32 1.98 1.04 2.92
H33 1.28 2.03 1.83

***

4.
Computed, not measured: a molecular structure, C35H51NP2Pd at a distorted geometry, with wB97M-V/def2-TZVPD.

Computed properties:
Spin multiplicity = 5
Total charge = +2
Gap between HOMO and LUMO (alpha / beta) = 6.115 / 4.752 eV
ΔE to the lowest compared entry with this formula, charge and spin = 397.4 kJ/mol
Strongest force on any atom = 0.1204 hartree/bohr
Electronic energy = -2228.771641 Ha

Positions of all 90 atoms, in Å:
Pd1 -0.71 -2.24 -5.11
C1 -0.43 -3.15 2.21
C2 0.88 -3.57 1.82
C3 1.05 -1.48 2.81
C4 -0.32 -1.86 2.79
C5 1.79 -2.54 2.20
C6 -1.66 -3.94 2.04
H1 -1.63 -4.55 1.12
H2 -2.55 -3.30 1.99
H3 -1.81 -4.64 2.88
C7 -1.45 -1.02 3.30
H4 -2.39 -1.25 2.78
H5 -1.22 0.05 3.18
H6 -1.60 -1.20 4.37
C8 1.58 -0.23 3.35
H7 1.63 -0.26 4.46
H8 0.93 0.62 3.10
H9 2.59 -0.02 2.98
C9 3.26 -2.58 2.03
H10 3.74 -3.08 2.89
H11 3.68 -1.57 1.96
H12 3.54 -3.14 1.13
C10 1.21 -4.84 1.16
H13 1.37 -5.65 1.89
H14 2.13 -4.74 0.56
H15 0.40 -5.16 0.49
C11 -1.65 -0.69 -5.81
C12 -0.92 -1.34 -6.87
C13 0.45 -0.96 -7.38
C14 1.64 -1.47 -6.48
C15 1.14 -1.91 -5.10
C16 0.72 -0.81 -4.22
C17 0.30 0.53 -4.78
C18 -1.18 0.61 -5.22
H16 0.58 0.16 -7.56
H17 2.45 -0.70 -6.34
H18 0.58 -1.42 -8.37
H19 -1.29 1.46 -5.92
H20 -2.74 -0.91 -5.74
H21 -1.54 -1.80 -7.66
H22 -1.82 0.84 -4.34
H23 0.47 1.25 -3.92
H24 1.58 -0.61 -3.46
H25 0.99 0.87 -5.58
H26 2.13 -2.38 -6.99
H27 1.72 -2.69 -4.56
P1 -0.80 -0.35 -0.05
C19 -2.41 0.52 -0.04
C20 -1.41 -1.83 -0.99
P2 1.78 0.39 -1.67
C21 0.02 0.70 -1.37
C22 2.12 -1.32 -1.14
C23 3.03 1.68 -1.33
H28 -2.37 1.38 0.64
H29 -3.17 -0.19 0.31
H30 -2.65 0.87 -1.05
H31 -0.67 -2.64 -0.97
H32 -1.68 -1.59 -2.03
H33 -2.30 -2.18 -0.45
H34 2.68 2.63 -1.82
H35 3.99 1.34 -1.83
H36 3.16 1.79 -0.22
H37 -0.15 1.77 -1.14
H38 -0.53 0.46 -2.31
H39 1.86 -1.52 -0.09
H40 3.18 -1.53 -1.31
H41 1.54 -2.00 -1.81
C24 -1.74 4.40 0.01
C25 -0.49 3.80 0.05
C26 -0.10 3.06 1.15
C27 -0.94 2.96 2.30
C28 -2.19 3.61 2.25
C29 -2.62 4.31 1.12
N1 -0.53 2.21 3.37
C30 -0.59 2.66 4.66
C31 -0.50 1.73 5.74
C32 -0.53 2.15 7.04
C33 -0.64 3.52 7.36
C34 -0.72 4.45 6.31
C35 -0.70 4.04 5.00
H42 -2.07 4.96 -0.87
H43 0.19 3.93 -0.80
H44 0.88 2.56 1.20
H45 -2.83 3.56 3.15
H46 -3.59 4.77 1.11
H47 -0.41 0.66 5.48
H48 -0.47 1.41 7.86
H49 -0.65 3.85 8.39
H50 -0.80 5.53 6.54
H51 -0.77 4.77 4.18

***

5.
Computed, not measured: 2 unconnected molecules or ions with the total composition CH5S3 at a distorted geometry, with wB97M-V/def2-TZVPD.

Computed properties:
Total charge = -1
Gap between HOMO and LUMO = 6.028 eV
ΔE to the lowest compared entry with this formula, charge and spin = 124.6 kJ/mol
Strongest force on any atom = 0.0870 hartree/bohr
Electronic energy = -1235.659681 Ha

Positions of all 9 atoms, in Å:
S1 0.04 0.57 -2.53
H1 0.93 -0.15 -3.09
C1 -1.82 0.34 1.24
S2 -0.27 -0.39 1.71
S3 1.23 -0.42 0.41
H2 -1.48 0.51 0.27
H3 -1.95 1.35 1.79
H4 -2.80 -0.18 1.36
H5 0.24 0.25 -1.11

***

6.
Computed, not measured: a molecular structure, C24H24Br33ClN2O2S at a distorted geometry, with wB97M-V/def2-TZVPD.

Computed properties:
Gap between HOMO and LUMO = 6.046 eV
Strongest force on any atom = 0.2035 hartree/bohr
Electronic energy = -86988.932541 Ha

Positions of all 87 atoms, in Å:
C1 4.06 -0.72 3.44
C2 3.22 0.32 2.94
C3 2.23 1.51 2.31
C4 2.23 1.35 0.66
C5 2.83 2.51 -0.36
Cl1 3.49 4.09 0.34
C6 2.79 2.26 -1.98
C7 3.29 3.29 -3.15
C8 4.73 4.01 -2.88
C9 5.34 4.56 -4.31
C10 6.28 3.44 -5.05
O1 7.14 2.65 -4.12
C11 2.13 0.81 -2.47
N1 1.93 0.33 -3.90
S1 1.16 -1.26 -3.95
N2 0.95 -1.64 -2.22
C12 1.50 -0.40 -1.53
C13 1.57 -0.08 0.10
O2 1.00 -1.09 1.06
H1 4.78 -1.67 3.37
H2 1.16 1.30 2.79
H3 2.63 2.57 2.64
H4 3.43 2.63 -4.13
H5 2.42 4.05 -3.41
H6 5.49 3.39 -2.23
H7 4.50 4.99 -2.23
H8 5.88 5.60 -4.21
H9 4.39 4.74 -5.01
H10 6.93 4.02 -5.86
H11 5.53 2.68 -5.59
H12 6.55 1.98 -3.65
H13 0.01 -0.88 1.10
C14 -2.35 -3.80 -1.29
Br1 -1.19 -2.58 -0.31
Br2 -3.22 -5.08 -0.10
Br3 -3.64 -2.84 -2.39
H14 -1.71 -4.37 -1.97
C15 1.25 -6.15 -0.76
Br4 0.36 -7.84 -0.37
Br5 3.17 -6.26 -0.47
Br6 0.82 -5.51 -2.55
H15 0.86 -5.41 -0.05
C16 6.97 6.00 1.44
Br7 6.88 4.65 0.04
Br8 5.21 6.71 1.86
Br9 7.88 5.34 3.02
H16 7.56 6.83 1.05
C17 -5.26 -2.60 2.17
Br10 -4.10 -1.38 3.15
Br11 -6.12 -3.88 3.36
Br12 -6.55 -1.64 1.07
H17 -4.62 -3.17 1.49
C18 8.46 7.54 -5.62
Br13 7.91 6.84 -3.89
Br14 7.68 6.54 -7.09
Br15 8.11 9.45 -5.77
H18 9.55 7.41 -5.69
C19 -9.75 -2.32 4.11
Br16 -10.31 -3.02 5.84
Br17 -10.54 -3.32 2.64
Br18 -10.10 -0.41 3.95
H19 -8.67 -2.45 4.04
C20 -14.68 -1.66 1.40
Br19 -15.42 -3.09 0.30
Br20 -14.29 -2.27 3.20
Br21 -13.13 -0.84 0.56
H20 -15.45 -0.89 1.48
C21 2.76 -4.95 3.16
Br22 3.25 -3.10 2.83
Br23 4.23 -5.96 3.94
Br24 1.14 -5.09 4.23
H21 2.54 -5.40 2.19
C22 -8.23 1.43 -0.87
Br25 -8.79 0.73 0.86
Br26 -9.01 0.43 -2.34
Br27 -8.58 3.34 -1.02
H22 -7.15 1.30 -0.93
C23 6.37 0.42 -0.57
Br28 7.59 1.73 -1.33
Br29 6.52 0.32 1.36
Br30 4.54 0.73 -1.14
H23 6.66 -0.56 -0.97
C24 -7.39 -6.14 6.80
Br31 -9.20 -6.58 7.36
Br32 -6.15 -6.15 8.30
Br33 -6.79 -7.28 5.35
H24 -7.42 -5.12 6.42

***

7.
Computed, not measured: a molecular structure, C6H10O, with wB97M-V/def2-TZVPD.

Computed properties:
Gap between HOMO and LUMO = 8.013 eV
ΔE to the lowest compared entry with this formula, charge and spin = 457.0 kJ/mol
Strongest force on any atom = 0.0074 hartree/bohr
Electronic energy = -309.668320 Ha

Positions of all 17 atoms, in Å:
C1 1.67 -0.85 -0.17
C2 0.32 -0.19 -0.01
C3 -0.55 0.04 -1.26
C4 -1.92 0.50 -0.68
C5 -0.72 -0.67 1.02
O1 -1.25 0.71 0.98
C6 0.14 1.14 0.73
H1 2.32 -0.25 -0.81
H2 1.56 -1.83 -0.65
H3 2.16 -1.00 0.79
H4 -0.04 0.74 -1.93
H5 -0.68 -0.91 -1.80
H6 -2.05 1.58 -0.86
H7 -1.49 -1.37 0.71
H8 -0.34 -0.86 2.03
H9 0.19 2.08 0.18
H10 0.67 1.21 1.69

***

8.
Computed, not measured: 10 unconnected molecules or ions with the total composition C18H48O10 at a distorted geometry, with wB97M-V/def2-TZVPD.

Computed properties:
SMILES = CC(C)=O.CC(C)=O.CC(C)=O.CC(C)=O.CO.CO.CO.CO.CO.CO
Gap between HOMO and LUMO = 8.973 eV
ΔE to the lowest compared entry with this formula, charge and spin = 16.8 kJ/mol
Strongest force on any atom = 0.0245 hartree/bohr
Electronic energy = -1466.905680 Ha

Positions of all 76 atoms, in Å:
C1 -27.72 -21.43 13.29
C2 -29.12 -21.98 13.47
C3 -29.97 -21.38 14.56
O1 -29.56 -22.84 12.75
H1 -27.36 -21.76 12.32
H2 -27.10 -21.70 14.15
H3 -27.83 -20.36 13.20
H4 -29.81 -20.31 14.68
H5 -29.56 -21.81 15.49
H6 -31.03 -21.58 14.42
C4 -25.47 -19.45 17.21
C5 -26.87 -19.75 16.73
C6 -27.67 -20.70 17.57
O2 -27.30 -19.25 15.72
H7 -25.43 -19.18 18.26
H8 -25.07 -18.65 16.59
H9 -24.85 -20.34 17.07
H10 -27.67 -20.38 18.61
H11 -27.18 -21.68 17.55
H12 -28.69 -20.81 17.22
C7 -27.88 -12.48 12.55
C8 -27.00 -12.96 11.43
C9 -26.40 -11.90 10.55
O3 -26.80 -14.13 11.22
H13 -27.38 -11.69 13.12
H14 -28.21 -13.26 13.23
H15 -28.76 -12.00 12.10
H16 -27.00 -11.84 9.64
H17 -25.39 -12.18 10.26
H18 -26.41 -10.92 11.03
C10 -33.71 -18.83 12.80
C11 -32.62 -17.92 13.30
C12 -32.98 -16.57 13.88
O4 -31.47 -18.30 13.32
H19 -33.88 -19.60 13.56
H20 -33.33 -19.36 11.93
H21 -34.65 -18.33 12.58
H22 -33.73 -16.75 14.67
H23 -33.38 -15.86 13.17
H24 -32.09 -16.14 14.33
C13 -30.08 -16.75 16.47
O5 -30.86 -17.74 17.19
H25 -30.60 -15.79 16.45
H26 -29.09 -16.69 16.92
H27 -30.02 -17.12 15.45
H28 -30.70 -17.61 18.13
C14 -28.02 -15.02 8.38
O6 -27.34 -15.13 7.12
H29 -27.58 -15.69 9.12
H30 -27.86 -14.01 8.75
H31 -29.06 -15.26 8.22
H32 -26.40 -15.06 7.30
C15 -26.81 -14.41 16.01
O7 -27.98 -13.58 16.13
H33 -26.12 -14.29 16.85
H34 -27.12 -15.45 16.04
H35 -26.29 -14.15 15.09
H36 -27.74 -12.83 16.69
C16 -27.52 -18.34 9.70
O8 -27.71 -19.42 10.58
H37 -26.85 -17.61 10.16
H38 -27.09 -18.73 8.77
H39 -28.46 -17.85 9.45
H40 -27.84 -19.07 11.47
C17 -28.44 -16.68 12.78
O9 -28.15 -18.02 13.19
H41 -29.45 -16.62 12.36
H42 -28.39 -16.00 13.63
H43 -27.72 -16.41 12.02
H44 -28.76 -18.22 13.91
C18 -24.41 -18.14 12.90
O10 -25.34 -19.20 13.06
H45 -24.92 -17.23 12.56
H46 -23.90 -17.91 13.84
H47 -23.69 -18.46 12.16
H48 -26.11 -18.85 13.52

***

9.
Computed, not measured: a molecular structure, C5H15N3 at a distorted geometry, with wB97M-V/def2-TZVPD.

Computed properties:
Gap between HOMO and LUMO = 8.189 eV
ΔE to the lowest compared entry with this formula, charge and spin = 395.5 kJ/mol
Strongest force on any atom = 0.0689 hartree/bohr
Electronic energy = -363.636471 Ha

Positions of all 23 atoms, in Å:
C1 -0.73 0.88 -0.81
C2 -1.58 -0.33 -0.42
C3 0.89 2.52 -0.06
C4 2.09 -0.41 -0.04
C5 -1.43 -2.57 0.45
N1 0.09 1.36 0.30
N2 -0.72 -1.46 -0.14
N3 0.85 0.31 0.89
H1 1.21 0.66 1.78
H2 -0.01 -0.82 0.82
H3 -1.37 1.72 -1.11
H4 -0.11 0.57 -1.67
H5 -2.16 -0.04 0.48
H6 -2.28 -0.56 -1.24
H7 1.55 2.35 -0.93
H8 1.49 2.84 0.79
H9 0.21 3.33 -0.33
H10 -1.93 -2.30 1.40
H11 -2.21 -2.95 -0.22
H12 2.26 -1.38 0.42
H13 1.73 -0.61 -1.05
H14 2.91 0.30 0.06
H15 -0.74 -3.40 0.62

***

10.
Computed, not measured: a gas-phase ion, C9H12N3S2 (charge +1) at a distorted geometry, with wB97M-V/def2-TZVPD.

Computed properties:
SMILES = CSC(=S)/N=[N+](\C)c1cccc(C)n1
Total charge = +1
Gap between HOMO and LUMO (alpha / beta) = 6.016 / 5.825 eV
ΔE to the lowest compared entry with this formula, charge and spin = 439.0 kJ/mol
Strongest force on any atom = 0.1224 hartree/bohr
Electronic energy = -1310.375529 Ha

Positions of all 26 atoms, in Å:
C1 3.38 1.48 2.54
S1 4.57 1.05 1.27
C2 3.54 0.58 -0.03
S2 4.32 0.09 -1.40
N1 2.24 0.33 0.24
N2 1.20 0.32 -0.56
C3 1.30 0.79 -1.90
C4 0.13 -0.39 -0.21
C5 0.09 -1.31 0.88
C6 -1.08 -2.07 1.01
C7 -2.15 -1.69 0.19
C8 -2.04 -0.71 -0.87
C9 -3.29 -0.53 -1.54
N3 -0.88 -0.15 -1.07
H1 3.92 1.74 3.34
H2 2.68 0.73 2.92
H3 2.66 2.16 2.26
H4 1.65 1.72 -2.03
H5 0.35 0.89 -2.29
H6 2.10 0.28 -2.51
H7 0.81 -1.62 1.60
H8 -1.09 -2.78 1.79
H9 -2.99 -2.25 0.43
H10 -3.99 -0.41 -0.83
H11 -3.22 0.29 -2.30
H12 -3.68 -1.28 -2.21

***

11.
Computed, not measured: 2 unconnected molecules or ions with the total composition C2H8N2O at a distorted geometry, with wB97M-V/def2-TZVPD.

Computed properties:
Spin multiplicity = 2
Total charge = -1
Gap between HOMO and LUMO (alpha / beta) = 3.474 / 7.819 eV
ΔE to the lowest compared entry with this formula, charge and spin = 133.1 kJ/mol
Strongest force on any atom = 0.0242 hartree/bohr
Electronic energy = -265.676838 Ha

Positions of all 13 atoms, in Å:
C1 -1.39 -0.53 1.68
N1 -0.20 -1.17 1.51
H1 -1.91 -0.48 2.64
H2 -1.82 0.02 0.86
H3 1.01 -0.87 0.15
H4 0.10 -1.64 2.35
N2 -0.30 0.62 -1.58
C2 1.02 0.71 -0.95
O1 1.49 -0.58 -0.68
H5 -0.49 1.52 -2.03
H6 -0.19 -0.03 -2.35
H7 1.75 1.17 -1.61
H8 0.95 1.25 0.00

***

12.
Computed, not measured: a molecular structure, C19H10N4O6PtS at a distorted geometry, with wB97M-V/def2-TZVPD.

Computed properties:
Total charge = -2
Gap between HOMO and LUMO = 5.274 eV
Strongest force on any atom = 0.0468 hartree/bohr
Electronic energy = -1918.075186 Ha

Positions of all 41 atoms, in Å:
Pt1 -0.79 -0.72 -0.39
O1 0.63 -3.57 -5.79
C1 0.25 -3.02 -4.76
C2 -0.15 -1.59 -4.63
O2 -0.15 -0.75 -5.54
C3 -0.52 -1.38 -3.23
C4 -0.36 -2.63 -2.51
O3 -0.61 -2.74 -1.28
C5 0.07 -3.68 -3.43
O4 0.25 -4.88 -3.19
O5 -0.90 -0.32 -2.68
C6 0.75 2.17 -0.82
C7 -0.03 2.10 0.45
C8 0.29 2.93 1.53
C9 -0.48 2.91 2.67
C10 -1.59 2.03 2.75
C11 -2.45 1.98 3.86
C12 -3.51 1.10 3.86
C13 -3.73 0.24 2.80
C14 -2.88 0.23 1.70
S1 -3.12 -0.93 0.43
C15 -1.81 1.16 1.64
N1 -1.04 1.23 0.51
H1 0.83 3.20 -1.18
H2 0.28 1.55 -1.59
H3 1.77 1.80 -0.66
H4 1.13 3.60 1.45
H5 -0.27 3.58 3.50
H6 -2.26 2.62 4.71
H7 -4.18 1.06 4.72
H8 -4.54 -0.47 2.83
N2 3.86 -0.80 -1.13
C16 2.61 -0.86 -0.55
O6 1.61 -0.89 -1.27
C17 2.57 -0.82 0.89
C18 1.31 -0.96 1.42
N3 0.17 -1.11 1.63
C19 3.72 -0.67 1.64
N4 4.70 -0.55 2.24
H9 3.91 -1.11 -2.08
H10 4.65 -1.02 -0.53

***

13.
Computed, not measured: 2 unconnected molecules or ions with the total composition C3H7N2O2 at a distorted geometry, with wB97M-V/def2-TZVPD.

Computed properties:
Total charge = +1
Gap between HOMO and LUMO = 9.970 eV
ΔE to the lowest compared entry with this formula, charge and spin = 481.8 kJ/mol
Strongest force on any atom = 0.0778 hartree/bohr
Electronic energy = -378.070304 Ha

Positions of all 14 atoms, in Å:
C1 -2.35 -0.56 -0.28
C2 2.76 -0.42 0.03
C3 -1.39 -0.17 0.56
N1 3.80 -0.18 -0.66
N2 1.95 -0.86 0.75
O1 -2.53 -0.18 -1.53
O2 0.79 -1.21 1.17
H1 -3.07 -1.38 0.10
H2 -1.47 -0.16 1.61
H3 -0.75 0.71 0.31
H4 4.14 -0.78 -1.45
H5 4.49 0.55 -0.25
H6 -3.25 -0.63 -1.85
H7 -0.15 -0.99 0.70